1.
Entry from OMol25: C59H82CaN6O8P2Se as an isolated structure in a non-equilibrium geometry (ωB97M-V/def2-TZVPD).

XYZ file:
```
159
Properties=species:S:1:pos:R:3:forces:R:3:lowdin_charge:R:1
Ca -0.719261 -0.255735 -0.106144 -0.2 -0.7 0.7 1.294
C 2.758216 4.494777 5.552516 0.0 0.0 0.0 -0.050
C 2.074487 3.160654 5.885081 0.0 0.0 0.0 -0.562
C 3.153705 2.172790 6.327806 0.0 0.0 0.0 -0.071
C 1.106781 3.369707 7.057998 0.0 0.0 0.0 -0.052
C 1.307836 2.658475 4.663449 0.0 0.0 0.0 -0.187
C 1.579173 1.457878 4.034128 0.0 0.0 0.0 -0.079
C 0.858981 1.055496 2.915864 0.0 0.0 0.0 -0.397
Se 1.322044 -0.605727 2.079821 0.1 -0.1 0.2 1.134
C 2.709458 -0.013497 0.882789 -0.1 0.0 -0.1 -0.377
C 3.968012 0.210767 1.417226 0.0 0.0 0.0 -0.071
C 5.000063 0.687507 0.626309 0.0 0.0 0.0 -0.182
C 4.681214 0.971756 -0.700471 0.0 0.0 0.0 0.001
C 3.428535 0.792125 -1.274844 0.0 0.0 0.1 -0.081
C 2.401713 0.190197 -0.487114 0.1 0.1 0.0 -0.374
O 1.239397 -0.163111 -0.968052 0.7 0.2 -0.4 -0.335
C 3.237109 1.247448 -2.733816 0.0 0.0 0.0 -0.518
C 3.944260 2.593990 -2.974687 0.0 0.0 0.0 -0.060
C 1.771634 1.477316 -3.129282 0.0 0.0 0.0 -0.061
C 3.856802 0.200655 -3.669490 0.0 0.1 0.0 -0.037
C 6.415832 0.928417 1.144941 0.0 0.0 0.0 -0.560
C 6.795624 2.404053 0.957010 0.0 0.0 0.0 -0.050
C 6.542933 0.592080 2.630933 0.0 0.0 0.0 -0.069
C 7.405511 0.050446 0.366680 0.0 0.0 0.0 -0.052
C -0.187530 1.825403 2.358184 0.0 0.0 -0.1 -0.389
O -0.849321 1.419926 1.309746 0.0 0.3 0.2 -0.314
C -0.457742 3.075252 3.001054 0.0 0.0 0.0 -0.090
C 0.283746 3.435609 4.112830 0.0 0.0 0.0 0.010
C -1.503892 4.022234 2.411596 0.0 0.0 0.0 -0.530
C -1.674883 5.298571 3.238647 0.0 0.0 0.0 -0.075
C -2.876054 3.335253 2.344537 0.0 0.0 0.0 -0.047
C -1.048036 4.444270 1.005963 0.0 0.0 0.0 -0.044
H 3.323408 4.861782 6.413630 0.0 0.0 0.0 0.080
H 2.029082 5.258685 5.278169 0.0 0.0 0.0 0.075
H 3.446135 4.372552 4.713594 0.0 0.0 0.0 0.088
H 3.674961 2.566541 7.203113 0.0 0.0 0.0 0.082
H 3.894423 2.010577 5.541916 0.0 0.0 0.0 0.078
H 2.725341 1.205776 6.599007 0.0 0.0 0.0 0.085
H 1.642254 3.740417 7.936335 0.0 0.0 0.0 0.080
H 0.617727 2.430180 7.322977 0.0 0.0 0.0 0.088
H 0.328841 4.092756 6.808306 0.0 0.0 0.0 0.074
H 2.361137 0.803520 4.396602 0.0 0.0 0.0 0.085
H 4.120695 0.001315 2.467738 0.0 0.0 0.0 0.087
H 5.469802 1.371001 -1.325651 0.0 0.0 0.0 0.096
H 3.585870 3.346193 -2.269517 0.0 0.0 0.0 0.095
H 3.728325 2.942456 -3.987841 0.0 0.0 0.0 0.078
H 5.027667 2.532183 -2.881658 0.0 0.0 0.0 0.068
H 1.290136 2.189572 -2.455196 0.0 0.0 0.0 0.097
H 1.178175 0.572299 -3.103628 0.0 0.0 0.0 0.048
H 1.746460 1.892152 -4.142870 0.0 0.0 0.0 0.076
H 4.928141 0.099800 -3.481998 0.0 0.0 0.0 0.083
H 3.717107 0.483218 -4.718115 0.0 0.0 0.0 0.084
H 3.398526 -0.775006 -3.510678 0.0 -0.1 0.0 0.063
H 6.104867 3.048582 1.504008 0.0 0.0 0.0 0.089
H 6.763245 2.695669 -0.093913 0.0 0.0 0.0 0.074
H 7.807913 2.588752 1.326640 0.0 0.0 0.0 0.081
H 5.872534 1.204407 3.237566 0.0 0.0 0.0 0.079
H 7.565347 0.783211 2.964107 0.0 0.0 0.0 0.083
H 6.317257 -0.458349 2.825712 0.0 0.0 0.0 0.086
H 7.384102 0.278767 -0.700363 0.0 0.0 0.0 0.075
H 7.157603 -1.005993 0.488900 0.0 0.0 0.0 0.088
H 8.425969 0.209124 0.725818 0.0 0.0 0.0 0.080
H 0.068753 4.385949 4.584013 0.0 0.0 0.0 0.090
H -1.977189 5.079585 4.265014 0.0 0.0 0.0 0.085
H -2.455112 5.915391 2.786047 0.0 0.0 0.0 0.081
H -0.758364 5.891544 3.267134 0.0 0.0 0.0 0.084
H -3.227164 3.091670 3.350556 0.0 0.0 0.0 0.090
H -2.810503 2.414324 1.769773 0.0 0.0 0.0 0.045
H -3.611238 4.003462 1.882987 0.0 0.0 0.0 0.078
H -0.087636 4.961480 1.065731 0.0 0.0 0.0 0.091
H -1.775300 5.131821 0.562795 0.0 0.0 0.0 0.072
H -0.927228 3.575494 0.360689 0.0 0.0 0.0 0.068
C -5.234032 0.220012 0.984563 0.0 -0.1 0.1 -0.101
C -3.926958 0.222399 0.521660 -0.1 0.1 0.2 -0.107
N -3.036298 -0.659581 0.958742 -0.3 0.7 -0.4 0.085
C -3.439852 -1.543508 1.853745 0.1 -0.2 0.1 -0.177
C -4.757365 -1.549939 2.307923 -0.1 0.0 0.0 -0.060
N -5.656114 -0.673992 1.878985 0.1 0.1 -0.1 0.091
C -2.424073 -2.552807 2.235341 -0.1 -0.2 0.1 -0.184
C -2.564172 -3.384286 3.337399 0.0 -0.1 0.0 0.051
C -1.633610 -4.402669 3.525173 0.1 0.1 -0.1 -0.137
C -0.597237 -4.513599 2.602752 -0.1 0.0 0.1 0.054
C -0.494408 -3.578633 1.575487 0.2 -0.2 0.1 -0.212
N -1.398507 -2.627048 1.397214 0.2 0.1 0.1 0.150
C 0.661428 -3.567279 0.639394 0.1 -0.1 0.0 -0.232
C 1.897677 -4.090909 1.008365 0.0 0.0 0.0 -0.089
N 2.965566 -4.009095 0.223917 0.2 0.0 0.0 0.099
C 2.799492 -3.366814 -0.927120 -0.2 -0.2 0.3 -0.081
C 1.569159 -2.837392 -1.298210 1.0 -0.8 2.2 -0.145
N 0.497291 -2.948177 -0.529018 0.6 -0.3 0.8 0.139
C -1.749081 -5.341708 4.664308 0.0 0.0 0.0 -0.171
C -2.988837 -5.773110 5.122754 0.0 0.0 0.0 -0.016
C -3.043082 -6.653022 6.192046 0.0 0.0 0.0 -0.140
N -1.967582 -7.118417 6.821270 0.0 0.0 0.0 0.060
C -0.783704 -6.700371 6.381283 0.0 0.0 0.0 -0.136
C -0.621818 -5.824637 5.319118 0.0 0.0 0.0 -0.010
H -5.951076 0.951372 0.631690 0.0 0.0 0.0 0.108
H -3.581914 0.968865 -0.184510 0.0 0.0 0.0 0.085
H -5.107497 -2.300157 3.008395 0.0 0.1 0.0 0.113
H -3.362714 -3.236087 4.053455 0.0 0.0 -0.1 0.117
H 0.110072 -5.329184 2.673132 0.0 0.0 0.0 0.118
H 2.044094 -4.556280 1.976187 0.0 0.0 0.0 0.110
H 3.666766 -3.253767 -1.566436 0.1 0.0 0.0 0.113
H 1.458266 -2.286356 -2.227940 2.1 -2.8 5.0 -0.052
H -3.903833 -5.451634 4.642404 0.0 0.0 0.0 0.111
H -4.001364 -7.004335 6.558113 0.0 0.0 0.0 0.106
H 0.084355 -7.080289 6.908080 0.0 0.0 0.0 0.107
H 0.370676 -5.503811 5.030734 0.0 0.0 0.0 0.115
C -3.735517 3.610539 -1.415928 0.0 0.0 0.0 -0.039
C -3.359761 3.346441 -2.855119 0.0 0.0 0.0 -0.418
C -4.202008 4.113906 -3.847679 0.0 0.0 0.0 -0.037
O -3.579750 1.920099 -3.136121 0.0 0.0 0.0 -0.186
P -2.369437 0.907957 -3.062123 -0.1 0.0 0.1 0.467
O -1.533984 1.003050 -1.852436 -0.4 0.2 -0.3 -0.326
C -3.260739 -0.655035 -3.211128 0.0 0.0 -0.2 -0.194
P -2.263978 -2.082448 -2.736703 -0.3 0.2 0.4 0.467
O -1.669399 -1.970647 -1.399934 -0.9 0.2 -0.9 -0.335
O -1.276378 -2.153727 -3.957902 0.3 -0.2 -0.3 -0.184
C -0.135307 -3.083126 -3.929055 -0.3 0.1 0.1 -0.367
C -0.126857 -3.803140 -5.260278 0.1 0.0 0.0 -0.020
C 1.111153 -2.276240 -3.673712 -0.7 1.0 -3.8 -0.069
O -3.196089 -3.358044 -2.796444 0.0 0.0 -0.1 -0.158
C -3.839974 -3.841358 -4.004721 0.0 0.0 0.0 -0.449
C -5.312404 -3.489184 -3.942928 0.0 0.0 0.0 -0.037
C -3.604377 -5.335516 -4.059255 0.0 0.0 0.0 -0.036
O -1.485243 1.117665 -4.343088 0.1 0.0 0.0 -0.162
C -2.005059 1.301532 -5.687268 0.0 0.0 0.0 -0.435
C -1.426832 2.598924 -6.209557 0.0 0.0 0.0 -0.030
C -1.601306 0.101653 -6.518045 0.0 0.0 0.0 -0.032
H -3.663002 4.677843 -1.205166 0.0 0.0 0.0 0.092
H -3.065901 3.093230 -0.731155 0.0 0.0 0.0 0.056
H -4.765271 3.293630 -1.236203 0.0 0.0 0.0 0.094
H -2.297496 3.556679 -3.010018 0.0 0.0 0.0 0.143
H -5.259960 3.902331 -3.686389 0.0 0.0 0.0 0.091
H -3.945954 3.847821 -4.873408 0.0 0.0 0.0 0.070
H -4.039931 5.184143 -3.718064 0.0 0.0 0.0 0.093
H -3.631558 -0.774693 -4.231912 -0.1 0.0 0.0 0.081
H -4.115605 -0.603437 -2.532633 0.0 0.0 0.0 0.089
H -0.297006 -3.786246 -3.107191 0.0 0.0 0.0 0.144
H 0.050262 -3.090795 -6.068048 0.0 0.0 0.0 0.089
H -1.068974 -4.316268 -5.447098 0.0 0.0 0.0 0.068
H 0.674583 -4.542493 -5.274065 0.0 0.0 0.0 0.096
H 1.298921 -1.595912 -4.507641 -0.1 0.0 -0.3 0.114
H 1.968363 -2.946242 -3.581074 0.0 0.1 -0.4 0.119
H 1.019702 -1.691938 -2.755523 -2.0 2.8 -3.4 0.053
H -3.366388 -3.356300 -4.864214 0.0 0.0 0.0 0.130
H -5.765066 -3.939045 -3.058804 0.0 0.0 0.0 0.094
H -5.824680 -3.869282 -4.827334 0.0 0.0 0.0 0.090
H -5.465888 -2.410959 -3.897344 0.0 0.0 0.0 0.069
H -4.038312 -5.809873 -3.178478 0.0 0.0 0.0 0.093
H -2.540175 -5.564131 -4.080771 0.0 0.0 0.0 0.074
H -4.071099 -5.758251 -4.949596 0.0 0.0 0.0 0.091
H -3.095704 1.377074 -5.629902 0.0 0.0 0.0 0.134
H -0.339703 2.527184 -6.254844 0.0 0.0 0.0 0.090
H -1.688227 3.433267 -5.558903 0.0 0.0 0.0 0.073
H -1.808317 2.804699 -7.210373 0.0 0.0 0.0 0.092
H -0.514599 0.061878 -6.608032 0.0 0.0 0.0 0.093
H -2.032519 0.179155 -7.516921 0.0 0.0 0.0 0.091
H -1.935325 -0.828021 -6.058542 0.0 0.0 0.0 0.061
```
Positions in Å, forces in eV/Å.

Results
multiplicity	1
relative energy (zero: lowest compared OMol25 entry of this formula, charge and spin)	88.98	kcal/mol
max |F|	6.06	eV/Å
energy	-190206.096	eV
LUMO level	-0.387	eV
gap between HOMO and LUMO	5.90	eV

---

2.
Entry from OMol25: C5ClIN4 as an isolated structure in a non-equilibrium geometry (ωB97M-V/def2-TZVPD).

XYZ file:
```
11
Properties=species:S:1:pos:R:3:forces:R:3:lowdin_charge:R:1
C -1.550348 -1.430157 0.827208 -0.4 3.3 -2.0 -0.179
C -1.432104 2.119535 -0.675837 0.4 -1.0 -0.5 -0.119
C -1.273079 -0.323524 0.034968 0.9 1.7 -1.7 -0.009
C -0.954371 0.798496 -0.607740 -2.4 -0.6 3.2 -0.131
C 1.257905 -0.344537 -0.243826 -1.1 0.8 0.4 -1.023
N -1.252508 -2.244802 1.543540 0.1 -3.1 2.5 0.196
N -2.121069 3.026873 -0.749276 -0.3 1.1 0.0 0.199
N -0.013244 -0.181103 -0.813879 1.3 -1.5 -1.9 -0.014
N 2.060085 0.597854 -0.059584 0.6 0.0 0.0 -0.409
Cl 1.398398 -1.987148 0.135000 0.6 -1.2 0.0 0.706
I 3.880330 -0.031488 0.609425 0.4 0.5 0.1 0.784
```
Positions in Å, forces in eV/Å.

Results
multiplicity	1
max |F|	3.99	eV/Å
energy	-31761.656	eV
LUMO level	-1.857	eV
gap between HOMO and LUMO	7.53	eV

---

Number 1: E_HOMO -0.231 Eh. Number 2: E_HOMO -0.345 Eh.